C4H15N2O2 | wB97M-V/def2-TZVPD

Values from the calculation:
ΔE to the lowest compared entry with this formula, charge and spin (kcal per mole): 26.5
LUMO (eV): -3.16
HOMO-LUMO gap (eV): 9.66
Charge: +1
E_tot (eV): -11460.1105
HOMO energy (eV): -12.821

Each line ends with the natural charge from an NBO analysis.
Atoms and positions in Å:
1 N 1.503 1.049 -1.060  -0.6827
2 C 0.300 0.465 -0.379  -0.0793
3 C 0.569 0.677 1.112  -0.0849
4 O 1.857 0.192 1.421  -0.7410
5 C -0.978 1.123 -0.874  -0.2388
6 N -2.102 0.362 -0.417  -0.6263
7 C -2.443 -0.763 -1.276  -0.4222
8 H 1.615 0.791 -2.038  0.4421
9 H 2.313 0.731 -0.506  0.4696
10 H 1.459 2.069 -0.987  0.4331
11 H 0.251 -0.590 -0.627  0.2292
12 H -0.237 0.220 1.677  0.2199
13 H 0.601 1.753 1.283  0.1838
14 H 1.811 -0.773 1.516  0.5162
15 H -1.023 2.146 -0.476  0.2110
16 H -0.935 1.270 -1.965  0.1761
17 H -2.918 0.943 -0.266  0.3863
18 H -1.583 -1.399 -1.442  0.1840
19 H -2.786 -0.457 -2.277  0.1813
20 H -3.290 -1.314 -0.890  0.2262
21 H 0.025 -2.512 1.457  0.4893
22 H 1.292 -3.395 1.419  0.5021
23 O 0.970 -2.504 1.258  -0.9750